# C5H9NS2

C5H9NS2 in the gas phase (ωB97M-V/def2-TZVPD, the Open Molecules 2025 dataset).

Summary:
HOMO level: -8.481 eV
Spin multiplicity: 1
Gap between HOMO and LUMO: 7.53 eV
Max |F|: 2.88 eV/A
Electronic energy: -28489.7677 eV
Energy above the lowest of the compared OMol25 structures with the same formula, charge and spin: 1.868 eV

Positions of all 17 atoms, in Å:
N (-0.701, -0.124, -1.539)
C (1.045, 0.015, 0.201)
H (-1.571, -0.534, 3.782)
C (0.322, 0.754, -0.941)
H (-1.451, -0.341, -0.875)
H (-2.057, -2.203, 3.130)
C (-0.630, -1.173, 1.984)
H (0.694, 1.923, -2.751)
H (-0.540, -1.939, 1.256)
H (1.701, 0.496, -2.605)
C (1.248, 1.304, -2.031)
H (-1.124, 0.337, -2.315)
C (-1.455, -1.312, 3.023)
S (2.372, -0.997, -0.018)
H (2.031, 1.919, -1.570)
H (-0.203, 1.601, -0.526)
S (0.319, 0.275, 1.796)

Okay, here come the natural (NBO) numbers, in e, for every atom: N -0.83; C -0.24; H 0.20; C -0.15; H 0.36; H 0.21; C -0.36; H 0.21; H 0.23; H 0.23; C -0.61; H 0.36; C -0.42; S 0.12; H 0.22; H 0.18; S 0.28